# C27H40N3PtS2Sb

A molecular structure, C27H40N3PtS2Sb (wB97M-V/def2-TZVPD, the Open Molecules 2025 dataset).

The calculation puts the HOMO energy at -13.6 eV. The LUMO energy is -0.2424 Eh.

```
! wB97M-V def2-TZVPD RIJCOSX def2/J DEFGRID3
* xyz 2 1
Pt -0.0966 0.1029 0.4504
C 3.2748 -2.5319 0.1039
C 2.4574 -1.4124 0.2752
N 1.1354 -1.4852 0.2137
C 0.5533 -2.6868 -0.0899
C 1.3023 -3.8598 -0.2161
C 2.7003 -3.7596 -0.1046
C 0.6219 -5.0988 -0.4727
C -0.7146 -5.1337 -0.6580
C -1.4927 -3.9273 -0.6361
C -2.8743 -3.8846 -0.9037
C -3.5316 -2.6816 -0.8699
C -2.8104 -1.5155 -0.5762
N -1.5178 -1.5277 -0.3278
C -0.8621 -2.7129 -0.3507
H 4.3463 -2.4112 0.1575
H 2.8751 -0.4414 0.4842
H 3.3135 -4.6451 -0.2095
H 1.2083 -6.0056 -0.5148
H -1.2196 -6.0712 -0.8426
H -3.4047 -4.7978 -1.1411
H -4.5884 -2.6141 -1.0814
H -3.3015 -0.5501 -0.5526
C -1.1206 -2.5305 3.3790
C 0.1298 -1.8234 3.8923
C 1.3910 -2.5220 3.3946
C 0.1253 -1.8440 5.4211
Sb 0.1115 0.2238 3.0863
C -1.7519 1.2115 3.7112
C -1.6390 2.7131 3.4796
C -2.8825 0.6554 2.8450
C -2.0390 0.9206 5.1789
C 1.9264 1.2447 3.8348
C 2.3634 0.7122 5.1950
C 1.6724 2.7410 3.9667
C 3.0158 0.9899 2.8044
H -1.0807 -3.5799 3.6822
H -1.2061 -2.5042 2.2911
H -2.0297 -2.1087 3.8062
H 1.3598 -3.5667 3.7147
H 2.2959 -2.0844 3.8162
H 1.4795 -2.5172 2.3132
H 0.1325 -2.8911 5.7334
H -0.7628 -1.3893 5.8514
H 0.9991 -1.3747 5.8587
H -1.3470 2.9498 2.4557
H -0.9452 3.1932 4.1620
H -2.6231 3.1565 3.6515
H -2.7202 0.8479 1.7873
H -3.8095 1.1601 3.1294
H -3.0371 -0.4136 2.9876
H -1.2294 1.2333 5.8401
H -2.2494 -0.1326 5.3550
H -2.9318 1.4779 5.4725
H 1.5886 0.8140 5.9548
H 3.2219 1.2990 5.5307
H 2.6847 -0.3268 5.1561
H 1.0188 2.9657 4.8076
H 1.2503 3.1809 3.0682
H 2.6284 3.2333 4.1650
H 3.2713 -0.0683 2.7268
H 3.9186 1.5253 3.1084
H 2.7239 1.3614 1.8179
S -1.3646 1.8357 -0.2580
C -0.5363 3.3277 -0.1695
N -1.1050 4.4476 -0.5675
C -0.2478 5.6304 -0.6758
C 0.9645 5.3421 0.2098
S 1.0974 3.5215 0.3050
H -2.0473 4.4368 -0.9343
H -0.7958 6.5051 -0.3284
H 0.0311 5.7796 -1.7206
H 0.8439 5.7376 1.2173
H 1.8809 5.7334 -0.2254
*
```

Listed below, in e, are the Mulliken charges computed for each atom:
1. Pt 3.4875
2. C -1.0347
3. C -0.1425
4. N -0.3857
5. C 0.4166
6. C 0.8914
7. C -0.6906
8. C -0.8248
9. C -1.0809
10. C 1.3875
11. C -0.7651
12. C -0.9609
13. C -0.0842
14. N -0.3767
15. C -0.5613
16. H 0.4710
17. H 0.6291
18. H 0.4919
19. H 0.4525
20. H 0.4471
21. H 0.4762
22. H 0.4490
23. H 0.4279
24. C -1.8234
25. C 1.6875
26. C -2.0932
27. C -1.4981
28. Sb -0.9929
29. C 1.5180
30. C -1.6980
31. C -1.4437
32. C -1.6780
33. C 1.9171
34. C -1.8589
35. C -1.8944
36. C -1.4352
37. H 0.4987
38. H 0.3449
39. H 0.3154
40. H 0.5408
41. H 0.2766
42. H 0.6197
43. H 0.5107
44. H 0.2737
45. H 0.3015
46. H 0.1828
47. H 0.3117
48. H 0.5289
49. H 0.0873
50. H 0.5346
51. H 0.2391
52. H 0.3080
53. H 0.3703
54. H 0.5239
55. H 0.3547
56. H 0.5443
57. H 0.3622
58. H 0.3620
59. H 0.2091
60. H 0.5937
61. H 0.3014
62. H 0.5762
63. H 0.0271
64. S -0.6780
65. C 0.4718
66. N -0.2100
67. C -0.5905
68. C -0.5949
69. S 0.0262
70. H 0.2442
71. H 0.3291
72. H 0.3130
73. H 0.2978
74. H 0.4651

---

# C9H14IrNO3S

A molecular structure, C9H14IrNO3S at a distorted geometry (wB97M-V/def2-TZVPD, the Open Molecules 2025 dataset).

The calculation puts the HOMO energy (spin up / spin down) at -16.3 / -16.3 eV. The LUMO energy (spin up / spin down) is -0.3516 / -0.3518 Eh.

```
! wB97M-V def2-TZVPD RIJCOSX def2/J DEFGRID3
* xyz 2 1
Ir 0.5915 1.0873 -0.3371
C -0.3507 3.6662 1.1689
O 0.6482 2.6133 1.0703
C 1.3292 2.2303 2.2856
C 0.9810 0.8066 2.5631
O 1.3650 0.0722 1.3734
C 1.2901 -1.3695 1.5018
H 0.1068 4.5567 1.5935
H -1.1881 3.3400 1.7849
H -0.6896 3.8780 0.1595
H 1.0594 2.8758 3.1195
H 2.3996 2.3237 2.0988
H -0.0878 0.6712 2.7476
H 1.5393 0.4442 3.4274
H 1.8006 -1.6650 2.4160
H 1.8064 -1.7932 0.6458
H 0.2529 -1.7023 1.5330
O 0.8593 -0.1982 -1.7950
N -0.1133 -1.0416 -2.1427
C 0.1866 -2.0955 -2.9288
C -0.7935 -2.9990 -3.2467
C -2.1036 -2.7905 -2.7989
C -2.3844 -1.6774 -2.0365
C -1.3480 -0.8113 -1.6939
S -1.5622 0.5630 -0.6828
H 1.2121 -2.1620 -3.2628
H -0.5351 -3.8660 -3.8374
H -2.8882 -3.4917 -3.0468
H -3.3833 -1.4652 -1.6798
*
```

Listed below, in e, are the natural (NBO) charges computed for each atom:
1. Ir 1.1304
2. C -0.2517
3. O -0.5549
4. C -0.1090
5. C -0.1080
6. O -0.5004
7. C -0.2579
8. H 0.2305
9. H 0.2077
10. H 0.2262
11. H 0.2521
12. H 0.2319
13. H 0.2141
14. H 0.2487
15. H 0.2342
16. H 0.2279
17. H 0.2060
18. O -0.4897
19. N 0.0279
20. C 0.0374
21. C -0.1899
22. C -0.1036
23. C -0.2011
24. C -0.0181
25. S 0.2238
26. H 0.2707
27. H 0.2761
28. H 0.2700
29. H 0.2687

---

# C6H18N6O12

6 unconnected molecules or ions with the total composition C6H18N6O12 at a distorted geometry (wB97M-V/def2-TZVPD, the Open Molecules 2025 dataset).

Its expectation value of S² is 0.76. The calculation puts the HOMO energy (spin up / spin down) at -12.7 / -12.7 eV. The LUMO energy (spin up / spin down) is -0.2850 / -0.3997 Eh.

```
! wB97M-V def2-TZVPD RIJCOSX def2/J DEFGRID3
* xyz 1 2
C -2.9215 -0.7840 -3.3187
N -3.1102 0.5982 -2.7701
O -3.2618 0.8060 -1.6048
O -3.1957 1.4559 -3.6555
H -2.4085 -1.4164 -2.5942
H -2.3481 -0.6104 -4.2293
H -3.9249 -1.1714 -3.4957
C -0.1451 0.4282 5.4971
N 0.4640 -0.1714 6.7015
O 0.6608 -1.3605 6.8021
O 0.7519 0.6189 7.5465
H -0.9939 1.0812 5.7001
H -0.4807 -0.3859 4.8547
H 0.5648 1.0442 4.9451
C 4.9495 1.7393 -0.9131
N 3.6083 2.2637 -0.5357
O 2.9464 2.6983 -1.4712
O 3.1293 2.1056 0.5433
H 5.5856 1.9229 -0.0472
H 5.3790 2.2055 -1.7999
H 4.7801 0.6899 -1.1541
C -0.1030 0.7489 -0.0795
N -0.3222 1.3006 1.2939
O -0.1882 2.4616 1.4296
O -0.6701 0.5462 2.1897
H -0.8378 -0.0445 -0.2162
H 0.9221 0.3822 -0.1312
H -0.1693 1.5138 -0.8533
C 2.5495 -1.2141 -4.4072
N 1.9530 -0.6955 -3.1416
O 0.7548 -0.4519 -3.1070
O 2.7188 -0.5098 -2.2478
H 1.9483 -0.8339 -5.2330
H 2.4422 -2.2980 -4.3665
H 3.5787 -0.8771 -4.5312
C -3.0165 -1.6146 1.5100
N -4.1181 -2.4246 0.8002
O -4.0346 -3.6741 0.9323
O -5.0387 -1.8189 0.1575
H -3.1729 -1.6536 2.5880
H -3.2176 -0.6243 1.1014
H -2.0076 -1.9761 1.3109
*
```

Listed below, in e, are the natural (NBO) charges computed for each atom:
1. C -0.4819
2. N 0.5338
3. O -0.3969
4. O -0.3536
5. H 0.2054
6. H 0.2594
7. H 0.2382
8. C -0.4938
9. N 0.5338
10. O -0.3789
11. O -0.3537
12. H 0.2403
13. H 0.2105
14. H 0.2495
15. C -0.4878
16. N 0.5381
17. O -0.3997
18. O -0.3687
19. H 0.2344
20. H 0.2419
21. H 0.2447
22. C -0.4896
23. N 0.5480
24. O -0.2907
25. O -0.4669
26. H 0.1942
27. H 0.2592
28. H 0.2609
29. C -0.4892
30. N 0.5500
31. O -0.4132
32. O -0.3664
33. H 0.2388
34. H 0.2406
35. H 0.2452
36. C -0.4668
37. N 0.4639
38. O 0.1804
39. O -0.1048
40. H 0.2936
41. H 0.3063
42. H 0.2917

---

# C13H22Cl2N4OPdSTe

A molecular structure, C13H22Cl2N4OPdSTe at a distorted geometry (wB97M-V/def2-TZVPD, the Open Molecules 2025 dataset).

The calculation puts the HOMO energy (spin up / spin down) at -14.2 / -14.2 eV. The LUMO energy (spin up / spin down) is -0.2759 / -0.2760 Eh.

```
! wB97M-V def2-TZVPD RIJCOSX def2/J DEFGRID3
* xyz 2 1
Pd 1.8157 -0.6066 0.4702
Cl 2.3140 -0.4318 2.9824
C 4.1069 -0.4950 2.7636
Cl 4.4931 -0.5565 1.0441
H 4.4712 -1.3922 3.2470
H 4.5284 0.4026 3.1978
N 1.8578 1.0728 -3.3734
C 1.8230 -0.1996 -3.9037
C 1.8584 -1.0528 -2.8470
N 1.9231 -0.3147 -1.6865
C 1.9185 0.9551 -2.0362
C 1.9439 1.9477 -0.9868
N 1.8783 1.5299 0.2570
C 1.9281 2.6466 1.0610
C 2.0214 3.7493 0.2713
N 2.0291 3.2890 -1.0279
H 1.8687 1.9211 -3.9172
H 1.7877 -0.3812 -4.9636
H 1.8460 -2.1287 -2.8476
H 1.8963 2.5841 2.1353
H 2.0840 4.7964 0.5126
H 2.1173 3.8726 -1.8448
Te 1.1740 -2.9946 0.0257
C -2.7513 1.6473 1.3832
C -2.1241 1.5506 -0.0063
C -2.0865 0.1356 -0.5759
S -0.9126 -0.8717 0.3360
O -0.5138 -2.0342 -0.7084
C -2.0268 -1.7118 1.5263
C -2.4997 -3.1162 1.1601
C -3.4217 -3.1619 -0.0576
H -2.8705 2.6894 1.6739
H -2.1354 1.1648 2.1472
H -3.7442 1.1922 1.3997
H -1.1097 1.9615 0.0151
H -2.6970 2.1530 -0.7117
H -1.7066 0.1058 -1.6016
H -3.0518 -0.3703 -0.5451
H -2.8923 -1.0529 1.6055
H -1.4749 -1.6835 2.4654
H -3.0263 -3.4904 2.0399
H -1.6517 -3.7766 1.0212
H -4.2740 -2.4900 0.0703
H -3.8156 -4.1673 -0.1945
H -2.8987 -2.8870 -0.9759
*
```

Listed below, in e, are the natural (NBO) charges computed for each atom:
1. Pd 0.5794
2. Cl 0.0306
3. C -0.3720
4. Cl 0.0321
5. H 0.2561
6. H 0.2532
7. N -0.4699
8. C -0.0504
9. C -0.0639
10. N -0.4723
11. C 0.3096
12. C 0.3036
13. N -0.5136
14. C -0.0765
15. C -0.0391
16. N -0.4729
17. H 0.4461
18. H 0.2632
19. H 0.2555
20. H 0.2463
21. H 0.2606
22. H 0.4459
23. Te 0.5296
24. C -0.6201
25. C -0.4154
26. C -0.5714
27. S 1.1635
28. O -0.9238
29. C -0.5552
30. C -0.4128
31. C -0.6222
32. H 0.2480
33. H 0.1970
34. H 0.2220
35. H 0.2040
36. H 0.2469
37. H 0.2621
38. H 0.2580
39. H 0.2509
40. H 0.2518
41. H 0.2500
42. H 0.2188
43. H 0.2091
44. H 0.2483
45. H 0.2094